1.
48
Properties=species:S:1:pos:R:3:mulliken_spin:R:1 method="wB97M-V/def2-TZVPD" charge=+2 multiplicity=6 gap_ev="4.393 / 9.016" lumo_ev="-9.4 / -5.9"
C 0.027 0.102 -4.552 -0.004
C -0.008 -0.186 -3.105 -0.010
H 0.046 1.176 -4.603 0.000
H -0.880 -0.291 -5.082 0.000
H 0.942 -0.306 -5.060 0.000
O 0.052 0.717 -2.230 -0.024
I 0.129 -3.580 0.009 -0.587
Dy -0.060 -0.394 0.549 5.972
P 2.707 -0.556 -0.592 -0.110
C 3.859 0.515 0.366 0.000
C 3.631 -2.150 -0.561 -0.008
H 4.698 -1.994 -0.801 0.000
H 4.316 -0.094 -2.341 -0.002
H 3.175 -2.789 -1.325 -0.001
H 2.803 -0.680 -3.084 0.000
H 3.812 0.243 1.431 0.000
H 3.556 -2.658 0.405 0.000
C 3.216 -0.033 -2.293 -0.001
H 4.885 0.370 -0.022 -0.003
H 2.915 1.006 -2.509 0.000
H 3.552 1.564 0.232 0.001
P -2.772 -0.559 -0.566 -0.075
C -3.959 0.507 0.351 0.001
C -3.239 -0.048 -2.279 0.000
H -3.180 -2.806 -1.290 -0.001
H -4.723 -2.019 -0.813 -0.002
H -3.606 -2.659 0.431 0.000
C -3.663 -2.165 -0.544 0.001
H -2.823 -0.707 -3.059 0.000
H -4.339 -0.096 -2.339 0.000
H -4.977 0.322 -0.039 -0.002
H -3.682 1.560 0.198 0.001
H -2.922 0.986 -2.498 0.000
H -3.914 0.267 1.422 0.001
Cl -0.070 -1.814 -2.648 -0.018
C -0.290 -0.393 3.514 0.038
N -0.011 1.071 3.721 0.000
C 0.177 1.677 4.959 0.000
C 0.441 2.989 4.756 -0.001
N 0.398 3.186 3.385 0.000
C 0.079 2.037 2.747 -0.033
S -0.491 2.066 1.085 -0.039
H -1.226 -0.552 2.909 -0.047
H 0.598 -0.931 3.072 -0.042
H -0.468 -0.825 4.514 -0.005
H 0.079 1.122 5.869 0.000
H 0.631 3.770 5.452 0.000
H 0.579 4.028 2.858 0.000

2.
44
Properties=species:S:1:pos:R:3:mulliken_charge:R:1 method="wB97M-V/def2-TZVPD" smiles=CCCO[Si](CCCCl)(OCCC)OCCC multiplicity=1 gap_ev=10.922 lumo_ev=0.9
C 0.724 3.721 1.431 -0.832
C 1.864 2.879 1.817 -0.551
C 1.665 1.332 1.522 -0.460
O 1.306 1.017 0.189 -0.174
Si 0.081 -0.150 -0.061 0.434
C -1.610 0.501 0.549 -0.592
C -2.770 -0.439 0.267 -0.559
C -4.117 -0.178 0.926 -0.857
Cl -4.359 -0.613 2.661 -0.221
O 0.398 -1.408 1.058 -0.314
C 1.560 -2.196 0.815 -0.348
C 1.188 -3.650 1.071 -0.720
C 0.118 -4.267 0.096 -0.887
O -0.088 -0.731 -1.617 -0.346
C -0.586 0.079 -2.586 -0.460
C 0.462 0.702 -3.466 -0.403
C 1.469 1.541 -2.607 -1.064
H 0.298 3.379 0.407 0.051
H 0.976 4.798 1.418 0.366
H -0.086 3.712 2.206 0.264
H 2.127 3.027 2.905 0.331
H 2.787 3.132 1.338 0.357
H 2.605 0.698 1.746 0.175
H 0.863 0.940 2.216 0.341
H -1.445 0.560 1.608 0.554
H -1.714 1.516 0.157 0.506
H -2.867 -0.518 -0.805 0.273
H -2.383 -1.450 0.514 0.268
H -4.856 -0.719 0.424 0.431
H -4.407 0.845 0.767 0.374
H 2.490 -1.885 1.249 0.401
H 1.892 -1.947 -0.219 0.173
H 2.075 -4.216 0.890 0.425
H 1.016 -3.663 2.144 0.342
H 0.601 -4.944 -0.684 0.290
H -0.566 -3.491 -0.269 0.103
H -0.566 -5.009 0.553 0.299
H -1.177 0.907 -2.061 0.215
H -1.382 -0.388 -3.185 0.325
H 1.103 -0.092 -3.943 0.274
H 0.043 1.475 -4.166 0.323
H 2.164 1.971 -3.325 0.488
H 2.071 0.887 -1.928 0.192
H 1.031 2.329 -2.020 0.212

3.
42
Properties=species:S:1:pos:R:3:mulliken_charge:R:1 method="wB97M-V/def2-TZVPD" charge=+1 smiles=COCCCCCCCC[NH2+]C[C@H](C)F multiplicity=1 gap_ev=9.093 lumo_ev=-3.1
C 3.314 0.129 2.610 -0.734
O 3.991 -0.099 1.391 -0.420
C 3.390 0.422 0.233 -0.765
C 2.455 -0.585 -0.495 0.526
C 2.128 -1.850 0.303 -0.338
C 1.620 -3.009 -0.551 -1.167
C 0.256 -2.832 -1.237 -0.606
C -0.907 -2.455 -0.304 -1.108
C -1.180 -0.962 -0.058 -0.138
C -1.364 -0.187 -1.349 -1.158
N -1.522 1.299 -1.115 -0.033
C -2.442 1.722 -0.014 -0.932
C -2.732 3.203 -0.177 0.454
C -3.810 3.695 0.759 -1.321
F -3.131 3.362 -1.519 -0.357
H 3.837 0.891 3.195 0.283
H 3.285 -0.799 3.184 0.279
H 2.283 0.464 2.440 0.289
H 2.835 1.337 0.484 0.425
H 4.200 0.719 -0.435 0.332
H 1.524 -0.064 -0.753 -0.757
H 2.904 -0.877 -1.449 0.458
H 3.027 -2.171 0.827 0.568
H 1.403 -1.622 1.094 0.172
H 2.363 -3.208 -1.330 0.408
H 1.580 -3.909 0.068 0.368
H 0.349 -2.135 -2.077 0.359
H 0.002 -3.787 -1.701 0.342
H -0.722 -2.912 0.673 0.434
H -1.833 -2.907 -0.670 0.434
H -2.092 -0.879 0.540 0.522
H -0.372 -0.519 0.532 0.135
H -2.241 -0.511 -1.911 0.351
H -0.493 -0.285 -1.993 0.585
H -0.599 1.711 -0.959 0.457
H -1.887 1.732 -1.969 0.399
H -1.985 1.508 0.949 0.425
H -3.359 1.141 -0.121 0.403
H -1.812 3.789 -0.072 0.341
H -3.775 3.163 1.712 0.369
H -4.786 3.522 0.303 0.373
H -3.702 4.758 0.960 0.343

4.
50
Properties=species:S:1:pos:R:3:mulliken_spin:R:1 method="wB97M-V/def2-TZVPD" charge=+1 multiplicity=3 gap_ev="7.259 / 8.466" lumo_ev="-6.4 / -5.9"
Mo -2.966 -0.295 -0.074 2.158
O -5.559 1.058 1.811 0.002
S -4.913 -0.201 1.804 0.003
O -5.313 -1.276 2.623 0.001
O -4.788 -0.684 0.263 0.026
O -3.358 0.003 1.863 0.030
C -0.617 1.284 2.616 0.000
C -0.867 1.946 1.279 0.006
C 0.380 2.631 0.760 0.004
C -2.062 2.874 1.254 0.020
O -1.209 0.818 0.268 -0.099
Si -0.125 -0.056 -0.701 0.022
S -1.764 -1.066 -1.797 -0.142
O 0.620 0.922 -1.699 -0.019
C 1.756 0.697 -2.617 -0.001
C 1.512 -0.593 -3.381 0.000
C 3.021 0.630 -1.779 -0.001
C 1.757 1.900 -3.539 0.000
O 0.774 -1.030 0.162 -0.023
C 0.793 -2.357 0.783 -0.012
C 0.937 -3.385 -0.324 0.006
C -0.492 -2.549 1.573 0.029
C 2.001 -2.350 1.701 0.001
H -0.378 2.064 3.340 -0.001
H 0.240 0.612 2.554 0.001
H -1.490 0.745 2.971 0.002
H 0.623 3.435 1.454 -0.002
H 0.228 3.059 -0.228 -0.001
H 1.234 1.951 0.739 0.000
H -1.857 3.720 1.908 0.000
H -2.965 2.388 1.621 -0.007
H -2.223 3.265 0.248 0.001
H 1.489 -1.452 -2.703 0.000
H 2.318 -0.758 -4.095 0.000
H 0.574 -0.544 -3.935 0.000
H 2.988 -0.215 -1.090 0.000
H 3.149 1.550 -1.208 0.000
H 3.885 0.511 -2.432 0.000
H 0.818 1.962 -4.089 0.000
H 2.573 1.813 -4.257 0.000
H 1.895 2.818 -2.969 0.000
H 0.065 -3.381 -0.982 -0.002
H 1.030 -4.382 0.106 0.000
H 1.831 -3.185 -0.915 0.000
H -1.365 -2.539 0.912 -0.003
H -0.601 -1.777 2.335 -0.004
H -0.482 -3.519 2.068 0.004
H 2.912 -2.162 1.134 0.000
H 2.094 -3.317 2.195 0.000
H 1.898 -1.580 2.466 0.000

5.
46
Properties=species:S:1:pos:R:3:mulliken_charge:R:1 method="wB97M-V/def2-TZVPD" charge=-1 multiplicity=1 gap_ev=6.141 lumo_ev=2.7
C 3.792 -1.258 3.947 -0.549
C 2.303 -1.524 3.822 -0.374
Ga 1.207 -0.061 2.846 -0.071
C 0.886 1.635 3.983 -0.179
C 0.864 3.022 3.431 -0.524
C -0.605 -0.698 2.078 -0.714
C -1.097 0.496 1.015 0.487
N -2.568 0.841 1.148 -0.737
B 2.372 0.509 1.180 0.207
O 1.947 0.051 -0.160 -0.450
C 3.704 1.411 1.522 -0.340
C 3.742 2.793 0.616 -0.832
H 4.440 -1.201 2.949 0.189
H 4.262 -1.052 5.002 0.194
H 1.853 -2.522 4.294 0.227
H 0.747 1.478 5.155 0.189
H 0.695 3.284 2.289 0.192
H 1.096 3.894 4.212 0.151
H -0.431 -1.678 1.423 0.078
H -1.446 -0.835 2.891 0.309
H -0.857 0.092 -0.058 -0.074
H -0.493 1.503 1.229 -0.093
H -2.802 1.253 2.078 0.237
H -2.776 1.523 0.363 0.229
H 2.784 -0.288 -0.613 0.209
H 3.656 1.731 2.667 0.149
H 4.644 0.723 1.379 0.219
H 3.161 2.665 -0.405 0.175
H 4.896 3.031 0.447 0.271
H 3.262 3.639 1.294 0.228
C -3.770 -0.456 -2.562 -0.672
O -2.562 -0.176 -3.262 -0.381
C -1.577 -1.196 -3.069 -0.315
C -1.467 -2.100 -4.300 -0.660
O -2.642 -2.902 -4.459 -0.367
C -3.489 -2.413 -5.493 -0.718
H -4.524 0.270 -2.876 0.238
H -4.139 -1.461 -2.782 0.306
H -3.607 -0.347 -1.485 0.288
H -1.788 -1.783 -2.167 0.362
H -0.619 -0.687 -2.922 0.332
H -0.630 -2.791 -4.154 0.364
H -1.266 -1.513 -5.203 0.350
H -3.024 -2.588 -6.468 0.320
H -3.703 -1.348 -5.369 0.312
H -4.433 -2.965 -5.452 0.238